Here is a 2-piece molecular cluster, CH4P2S overall in a non-equilibrium geometry from OMol25. Energies are from ωB97M-V/def2-TZVPD.

Each line ends with the Löwdin charge.
CARTESIAN COORDINATES (ANGSTROEM)
C (0.476, 0.618, -1.170)  -1.202
P (0.263, -0.616, 1.512)  0.434
P (-0.833, 0.387, 0.001)  0.438
S (2.053, 0.565, -0.813)  0.610
H (0.304, 0.905, -2.316)  0.059
H (-0.031, 0.482, 2.359)  -0.141
H (-0.840, -1.261, 1.896)  -0.201
H (-1.391, -1.081, -1.469)  0.002

Values from the calculation:
- Spin multiplicity: 3
- ΔE to the lowest compared entry with this formula, charge and spin: 302.5 kJ/mol
- Expectation value of S²: 2.093
- HOMO energy (alpha / beta): -7.04 / -8.87 eV
- Total energy: -30508.93969 eV